Molecular formula: C4H7IN2O
Method: DFT, ωB97M-V/def2-TZVPD

Geometry (Å):
H: 0.122 0.734 2.283
N: 0.474 0.391 1.462
C: -0.195 0.023 0.460
O: -1.471 0.187 0.157
C: -2.256 1.137 0.990
C: 0.461 -0.581 -0.820
I: -0.010 0.659 -2.506
C: 1.873 -0.942 -0.905
N: 2.290 -1.810 -1.715
H: 3.298 -1.991 -1.720
H: -2.295 0.813 2.094
H: -3.246 1.207 0.458
H: -1.635 1.979 1.047
H: -0.053 -1.463 -0.944
H: 2.643 -0.343 -0.341

- M (Da) = 226.02
- gap between HOMO and LUMO (eV) = 9.52
- DFT total energy (eV) = -17387.8995
- net charge = 0
- SMILES string = [H]/N=C(\OC)[C@@H](I)/C=N/[H]